A molecular structure, C4H4ClF. Source: the OMol25 dataset; level of theory: wB97M-V/def2-TZVPD.

Last column: Löwdin charge in e.
CARTESIAN COORDINATES (ANGSTROEM)
1 H 0.834 -2.001 -0.830  0.116
2 H 0.786 1.150 1.163  0.180
3 C 0.784 0.253 -0.831  -0.026
4 H -0.532 -0.789 1.803  0.173
5 F -0.862 1.902 0.117  0.039
6 H 1.255 0.696 -1.658  0.086
7 Cl -2.184 -0.619 -0.047  0.600
8 C 0.403 -1.026 -0.533  -0.085
9 C -0.498 -0.509 0.546  -0.653
10 C 0.013 0.942 0.270  -0.431

Computed properties:
2S+1: 1
DFT total energy (eV): -19449.940
Energy above the lowest of the compared OMol25 structures with the same formula, charge and spin (kcal per mole): 35.0

---

A single C4H9ClO2 molecule. Source: the OMol25 dataset; level of theory: wB97M-V/def2-TZVPD.

Last column: Löwdin charge in e.
CARTESIAN COORDINATES (ANGSTROEM)
1 H 0.139 -1.848 -0.257  0.071
2 C 0.864 0.063 0.324  -0.410
3 C -0.226 0.897 -0.328  -0.431
4 H 1.099 -1.120 -1.504  0.102
5 O -0.487 2.046 0.452  -0.041
6 C 1.030 -1.251 -0.405  -0.049
7 H -1.338 -0.666 -1.391  0.070
8 H -2.228 0.891 -1.105  0.077
9 H 0.158 1.268 -1.349  0.176
10 C -1.528 0.161 -0.691  -0.542
11 H 1.257 -0.224 2.257  0.120
12 H 1.827 -1.768 0.037  0.064
13 O 0.476 -0.239 1.664  -0.069
14 H 1.796 0.667 0.262  0.159
15 H -0.444 1.678 1.369  0.099
16 Cl -2.396 -0.556 0.666  0.603

Computed properties:
2S+1: 1
DFT total energy (eV): -20911.066
Energy above the lowest of the compared OMol25 structures with the same formula, charge and spin (kcal per mole): 2.7

---

2 unconnected molecules or ions with the total composition C6H7N3O4. Source: the OMol25 dataset; level of theory: wB97M-V/def2-TZVPD.

Last column: Löwdin charge in e.
CARTESIAN COORDINATES (ANGSTROEM)
1 H 2.048 -1.031 1.266  0.114
2 C -3.416 1.919 0.302  -0.483
3 C -0.280 -1.131 -1.105  -0.063
4 H 1.700 -0.514 -1.704  0.096
5 N 0.258 0.537 1.084  0.079
6 H 3.839 1.243 -0.065  0.094
7 N 1.201 0.385 0.110  -0.286
8 O -2.531 1.819 -0.403  0.203
9 N -2.638 -1.158 -0.019  -0.507
10 C 2.338 -0.206 0.690  -0.199
11 C 0.912 -0.500 -1.026  -0.064
12 H 1.520 1.347 -0.100  0.184
13 O -3.215 -0.589 0.848  0.086
14 H -0.476 -1.971 -1.891  0.183
15 O -3.145 -1.919 -0.827  0.083
16 H 4.562 -0.239 0.872  0.105
17 O -4.241 2.084 1.059  0.242
18 C -1.356 -1.048 -0.266  0.103
19 H -0.641 0.694 0.657  -0.012
20 C 3.563 0.279 0.519  0.040

Computed properties:
2S+1: 1
DFT total energy (eV): -18984.723
Energy above the lowest of the compared OMol25 structures with the same formula, charge and spin (kcal per mole): 265.5

---

A molecular structure, C12H16AuCl2N2O2P. Source: the OMol25 dataset; level of theory: wB97M-V/def2-TZVPD.

Last column: Mulliken spin population.
CARTESIAN COORDINATES (ANGSTROEM)
1 H -0.552 0.591 -4.091  0.001
2 C 0.095 -0.025 6.367  0.010
3 N 0.203 -0.053 7.533  -0.013
4 H -0.454 -2.175 2.328  0.021
5 P 0.314 1.537 -2.043  0.390
6 C -0.002 -0.030 4.922  -0.026
7 H -1.271 2.792 -0.744  0.000
8 Cl 0.999 -3.194 -1.776  0.037
9 C -1.090 -1.044 -0.092  0.086
10 N 0.081 -0.156 2.153  0.580
11 H 1.406 3.210 -0.719  0.001
12 O -1.263 -2.103 -2.635  0.003
13 C -0.410 -2.928 -2.884  0.000
14 H 1.410 3.663 -2.462  0.011
15 C -0.310 -1.225 4.253  0.076
16 C -1.263 2.392 -1.761  0.026
17 Au 0.638 -0.483 -0.713  0.363
18 H -1.388 3.207 -2.475  0.019
19 C -0.366 -3.883 -4.028  0.000
20 H 1.237 0.535 -4.038  -0.004
21 H 0.621 1.854 2.172  0.022
22 H 2.547 2.409 -1.844  -0.002
23 H -1.390 -4.080 -4.364  0.000
24 H -2.082 1.680 -1.871  0.000
25 C 1.539 2.837 -1.747  0.018
26 C 0.321 1.115 4.177  0.063
27 O -2.131 -1.417 0.221  0.007
28 H 0.593 2.062 4.649  0.008
29 C -0.233 -1.240 2.852  -0.016
30 C 0.355 1.147 -3.822  0.023
31 H 0.145 -4.811 -3.753  0.000
32 H -0.554 -2.143 4.785  0.009
33 H 0.233 -3.475 -4.853  0.000
34 H 0.405 2.074 -4.405  0.016
35 Cl 2.759 -0.127 -1.556  0.265
36 C 0.366 0.985 2.788  0.005

Computed properties:
2S+1: 3
Charge: +2
DFT total energy (eV): -57785.743
Energy above the lowest of the compared OMol25 structures with the same formula, charge and spin (kcal per mole): 0.0
Expectation value of S²: 2.018

---

A single C4H4O3 molecule. Source: the OMol25 dataset; level of theory: wB97M-V/def2-TZVPD.

Last column: Löwdin charge in e.
CARTESIAN COORDINATES (ANGSTROEM)
1 C 1.099 -0.213 1.020  -0.152
2 H 0.469 -0.668 -2.124  0.145
3 C -1.109 0.916 0.181  -0.056
4 O 2.051 -0.912 0.785  0.099
5 C 0.065 0.063 -0.041  -0.372
6 O -0.373 -2.080 -0.929  0.097
7 H -1.366 1.268 1.180  0.124
8 H 0.979 0.323 1.981  0.142
9 O 0.073 1.442 -0.395  0.008
10 C 0.055 -0.973 -1.143  -0.164
11 H -1.943 0.834 -0.516  0.129

Computed properties:
2S+1: 1
DFT total energy (eV): -10352.821
Energy above the lowest of the compared OMol25 structures with the same formula, charge and spin (kcal per mole): 55.2

---

A molecular structure, C20H21LaN4O. Source: the OMol25 dataset; level of theory: wB97M-V/def2-TZVPD.

Last column: Löwdin charge in e.
CARTESIAN COORDINATES (ANGSTROEM)
1 C 2.601 0.861 -0.740  -0.258
2 H 1.422 4.907 1.671  0.101
3 N -1.774 -1.080 2.651  -0.189
4 H -3.571 0.361 -1.623  0.128
5 C -3.191 -0.604 -1.283  -0.162
6 C 0.499 4.340 1.575  0.047
7 C 4.056 -1.314 0.088  -0.013
8 La -0.611 -0.159 0.733  2.210
9 N 1.995 -0.093 -0.009  -0.042
10 N -2.880 -0.577 0.143  -0.220
11 H -4.560 -1.650 0.758  0.152
12 H 0.150 4.019 2.553  0.105
13 H -2.909 -2.392 5.466  0.113
14 H -1.662 -2.836 -1.032  0.131
15 C -1.181 -2.092 -1.662  -0.102
16 H 2.228 2.488 -2.075  0.143
17 C -1.626 -1.446 3.946  -0.149
18 H -4.705 -2.456 3.454  0.126
19 H 4.396 1.542 -1.687  0.131
20 H 1.666 -1.597 -3.436  0.122
21 H 0.588 -3.270 -1.957  0.123
22 C 0.024 -0.226 -3.322  -0.064
23 C -3.701 -2.063 3.420  0.003
24 C 1.770 2.041 -1.194  -0.090
25 H -1.758 0.950 -3.043  0.129
26 H 2.200 -1.900 0.980  0.114
27 C 3.936 0.766 -1.089  0.017
28 C -3.087 -1.468 2.318  -0.349
29 H 5.717 -0.423 -0.937  0.132
30 C 4.672 -0.334 -0.670  -0.001
31 H -0.697 -1.267 4.469  0.111
32 H 0.776 1.717 -1.506  0.098
33 C 0.086 -2.335 -2.172  -0.067
34 C -3.588 -1.238 1.031  -0.074
35 C -1.861 -0.897 -1.960  -0.289
36 H 4.587 -2.187 0.438  0.127
37 C 0.645 3.146 0.695  -0.463
38 O -0.166 2.184 0.797  -0.221
39 H -3.940 -1.362 -1.529  0.139
40 H 2.242 3.897 -0.246  0.170
41 C -1.240 0.033 -2.785  -0.042
42 H -0.264 4.988 1.138  0.117
43 C 0.691 -1.398 -3.011  -0.061
44 C 2.716 -1.146 0.390  -0.132
45 H 0.473 0.492 -3.998  0.123
46 N 1.613 3.108 -0.209  0.126
47 C -2.777 -2.030 4.461  -0.048

Computed properties:
2S+1: 1
Charge: +2
DFT total energy (eV): -29937.609
Energy above the lowest of the compared OMol25 structures with the same formula, charge and spin (kcal per mole): 0.0